(1)
A cluster of 2 separate species, C13H20Cl2F3IN2O7PS in total, computed with ωB97M-V with the def2-TZVPD basis set.

- 2S+1 = 1
- frontier orbital gap (eV) = 5.234
- HOMO (hartree) = -0.1586
- charge = -1

Each line ends with the Mulliken charge.
Atoms and positions in Å:
C  -3.231  -3.851  0.796  -0.736
N  -1.841  -3.270  0.986  -0.340
C  -1.852  -1.995  0.204  -0.905
C  -0.437  -1.264  0.078  1.557
P  1.012  -2.044  1.054  0.393
O  1.359  -3.600  0.340  -0.547
Cl  0.442  -2.397  3.114  -0.292
C  0.221  -1.066  -1.404  -0.012
O  0.431  -1.981  -2.231  -0.568
O  0.528  0.333  -1.698  -0.282
C  -0.294  1.226  -0.857  0.621
C  0.243  2.734  -0.794  -0.940
N  -0.503  3.648  0.122  -0.525
S  -1.837  1.371  -1.884  1.297
O  -2.833  2.404  -1.356  -0.685
O  -2.648  0.080  -1.963  -0.657
C  -1.540  1.867  -3.674  0.577
F  -2.127  3.117  -4.018  -0.221
F  -2.149  0.891  -4.528  -0.211
F  -0.187  1.935  -4.059  -0.168
C  -0.315  0.329  0.494  -1.199
I  1.866  0.375  1.010  0.079
C  -1.248  0.753  1.725  -0.545
C  -0.592  1.781  2.769  -0.994
C  0.025  1.097  4.088  -0.434
Cl  -1.294  0.268  5.079  -0.228
H  -3.984  -3.045  0.453  0.266
H  -3.206  -4.664  -0.023  0.277
H  -3.619  -4.252  1.801  0.279
H  -1.152  -3.937  0.610  0.288
H  -2.152  -2.294  -0.879  0.453
H  -2.680  -1.277  0.550  0.493
H  1.568  -4.169  1.123  0.328
H  1.354  2.847  -0.560  0.360
H  0.117  3.168  -1.864  0.434
H  -0.923  4.382  -0.485  0.374
H  -1.315  3.205  0.571  0.217
H  -1.626  -0.174  2.293  0.495
H  -2.186  1.276  1.296  0.322
H  -1.456  2.456  3.145  0.334
H  0.183  2.495  2.328  0.436
H  0.928  0.430  3.870  0.202
H  0.430  1.953  4.753  0.386
C  5.271  -0.116  -2.367  -0.567
C  5.829  -0.231  -0.950  0.474
O  6.945  -0.793  -0.853  -0.735
O  5.094  0.256  -0.050  -0.674
H  5.952  -0.555  -3.100  0.284
H  4.311  -0.636  -2.431  0.058
H  5.120  0.937  -2.622  0.180


(2)
A cluster of 2 separate species, CH4INP2 in total, computed with ωB97M-V with the def2-TZVPD basis set.

- 2S+1 = 1
- frontier orbital gap (spin up / spin down) (eV) = 8.834 / 3.417
- HOMO (spin up / spin down) (hartree) = -0.3492 / -0.2477
- charge = 0
- ΔE to the lowest compared entry with this formula, charge and spin (eV) = 3.207

Each line ends with the Mulliken charge.
Atoms and positions in Å:
C  -1.156  -1.013  -1.236  -0.878
N  0.559  0.602  -0.402  0.091
P  0.660  1.749  0.668  -0.027
P  0.337  -0.025  -1.821  0.030
I  2.725  1.238  4.524  -0.008
H  -1.575  -1.770  -1.941  0.325
H  -2.041  -0.421  -1.171  0.297
H  -0.742  -1.567  -0.314  0.257
H  1.233  1.207  1.694  -0.086


(3)
A structure of composition C46H58BrO4Ti, computed with ωB97M-V with the def2-TZVPD basis set.

- 2S+1 = 1
- frontier orbital gap (eV) = 7.190
- HOMO (hartree) = -0.4035
- charge = +1
- ΔE to the lowest compared entry with this formula, charge and spin (eV) = 0.000

Each line ends with the Mulliken charge.
Atoms and positions in Å:
Ti  -0.229  -0.109  -0.418  1.018
C  -2.464  2.224  -0.612  -1.247
O  -1.215  1.722  -0.076  -0.055
C  -0.391  2.666  0.598  0.924
C  -0.406  2.665  1.988  -0.106
C  -1.307  1.750  2.781  -1.642
C  -0.619  0.536  3.368  0.160
C  -0.764  0.226  4.710  -0.461
C  -0.239  -0.937  5.273  -0.201
C  0.419  -1.815  4.420  -0.130
C  0.589  -1.547  3.066  0.082
C  1.208  -2.582  2.153  -1.614
C  2.345  -2.070  1.302  -0.085
C  3.589  -1.852  1.862  -0.614
C  4.661  -1.344  1.123  -0.137
C  4.446  -1.077  -0.220  0.009
C  3.206  -1.273  -0.830  -0.015
C  3.030  -0.864  -2.278  -1.357
C  2.999  0.642  -2.381  -0.215
C  4.128  1.372  -2.711  -0.767
C  4.136  2.767  -2.726  -0.284
C  2.950  3.417  -2.406  -0.407
C  1.793  2.720  -2.073  -0.172
C  0.533  3.439  -1.653  -1.384
C  0.443  3.482  -0.142  -0.021
C  1.297  4.332  0.561  -0.168
C  1.337  4.363  1.946  -0.035
C  0.465  3.520  2.638  -0.530
C  2.303  5.254  2.724  2.160
C  3.167  6.112  1.800  -2.062
C  3.229  4.359  3.562  -1.745
C  1.507  6.183  3.651  -1.804
C  1.837  1.335  -2.057  1.277
O  0.699  0.626  -1.751  -0.866
C  5.426  3.511  -3.065  2.198
C  5.888  3.117  -4.474  -1.752
C  5.244  5.028  -3.022  -2.038
C  6.506  3.124  -2.044  -1.550
C  2.182  -1.765  -0.044  0.985
O  0.880  -1.893  -0.604  -0.016
C  0.624  -3.086  -1.383  -1.256
C  5.999  -1.088  1.812  2.178
C  5.785  -0.080  2.950  -1.776
C  7.041  -0.515  0.850  -2.123
C  6.535  -2.407  2.385  -1.758
C  0.096  -0.350  2.567  0.226
O  0.321  -0.031  1.246  -0.693
C  -0.419  -1.207  6.764  2.001
C  0.249  -0.076  7.560  -1.584
C  0.208  -2.535  7.189  -2.062
C  -1.917  -1.250  7.096  -1.636
H  -2.432  3.310  -0.604  0.413
H  -3.281  1.862  0.009  0.273
H  -2.577  1.855  -1.628  0.336
H  -2.138  1.409  2.160  0.261
H  -1.747  2.320  3.599  0.580
H  -1.319  0.920  5.332  0.469
H  0.810  -2.749  4.800  0.559
H  0.421  -2.998  1.519  0.238
H  1.575  -3.404  2.767  0.592
H  3.718  -2.075  2.915  0.676
H  5.245  -0.679  -0.830  0.531
H  2.118  -1.283  -2.700  0.204
H  3.867  -1.249  -2.861  0.829
H  5.029  0.825  -2.963  0.518
H  2.902  4.498  -2.414  0.605
H  -0.336  2.945  -2.087  0.222
H  0.553  4.459  -2.037  0.824
H  1.957  4.965  -0.016  0.574
H  0.467  3.513  3.722  0.661
H  3.785  5.500  1.140  0.380
H  3.836  6.727  2.403  0.449
H  2.560  6.784  1.189  0.405
H  3.803  3.689  2.919  0.405
H  2.669  3.749  4.272  0.343
H  3.930  4.975  4.129  0.468
H  0.838  6.824  3.075  0.388
H  2.191  6.822  4.213  0.472
H  0.907  5.624  4.370  0.322
H  5.134  3.381  -5.218  0.389
H  6.080  2.046  -4.553  0.303
H  6.812  3.640  -4.724  0.473
H  4.501  5.366  -3.746  0.442
H  6.190  5.512  -3.268  0.421
H  4.946  5.372  -2.029  0.292
H  6.717  2.054  -2.066  0.343
H  6.194  3.388  -1.031  0.279
H  7.436  3.652  -2.264  0.501
H  1.574  -3.561  -1.612  0.410
H  0.114  -2.798  -2.299  0.335
H  -0.006  -3.756  -0.801  0.278
H  5.397  0.865  2.562  0.413
H  6.732  0.120  3.454  0.471
H  5.081  -0.452  3.696  0.344
H  6.722  0.442  0.431  0.416
H  7.255  -1.203  0.030  0.400
H  7.973  -0.345  1.390  0.458
H  5.850  -2.839  3.114  0.337
H  7.490  -2.235  2.885  0.457
H  6.692  -3.139  1.591  0.382
H  1.317  -0.026  7.339  0.368
H  0.129  -0.251  8.630  0.452
H  -0.191  0.894  7.328  0.329
H  1.284  -2.552  7.002  0.399
H  -0.250  -3.381  6.674  0.412
H  0.056  -2.678  8.259  0.433
H  -2.412  -0.307  6.863  0.327
H  -2.056  -1.445  8.161  0.465
H  -2.415  -2.043  6.536  0.362
Br  -2.259  -1.231  -0.841  -0.536


(4)
An isolated molecule of C5H6O2, computed with ωB97M-V with the def2-TZVPD basis set.

- 2S+1 = 1
- frontier orbital gap (eV) = 9.594
- HOMO (hartree) = -0.3619
- charge = 0
- ΔE to the lowest compared entry with this formula, charge and spin (eV) = 2.259

Each line ends with the Mulliken charge.
Atoms and positions in Å:
C  -1.787  -0.128  -0.340  -1.054
C  -0.637  0.220  0.569  0.434
O  0.513  -1.421  0.681  -0.531
C  1.695  -1.052  0.175  0.501
O  2.700  -1.715  -0.020  -0.583
C  1.642  0.407  -0.195  -0.404
C  0.466  0.978  0.024  -0.463
H  -1.933  -1.178  -0.102  0.315
H  -2.740  0.399  -0.156  0.362
H  -1.525  -0.028  -1.397  0.332
H  -0.982  0.650  1.536  0.309
H  2.508  0.888  -0.630  0.415
H  0.080  1.978  -0.145  0.365


(5)
A cluster of 2 separate species, C3H4FN in total, computed with ωB97M-V with the def2-TZVPD basis set.

- 2S+1 = 1
- frontier orbital gap (spin up / spin down) (eV) = 6.706 / 6.705
- HOMO (spin up / spin down) (hartree) = -0.3041 / -0.3040
- charge = 0
- ΔE to the lowest compared entry with this formula, charge and spin (eV) = 4.728

Each line ends with the Mulliken charge.
Atoms and positions in Å:
C  -1.032  1.614  0.026  -0.868
C  1.277  -1.262  0.070  -0.019
C  -0.113  0.718  0.108  0.791
N  0.759  -0.108  -0.047  -0.171
F  -1.319  -1.478  -0.410  -0.838
H  -1.727  1.921  0.709  0.315
H  -0.785  2.387  -0.620  0.273
H  1.873  -1.735  -0.668  0.271
H  1.066  -2.057  0.831  0.246


(6)
An isolated molecule of C4H4N2O, computed with ωB97M-V with the def2-TZVPD basis set.

- 2S+1 = 1
- frontier orbital gap (eV) = 10.238
- HOMO (hartree) = -0.3757
- charge = 0
- ΔE to the lowest compared entry with this formula, charge and spin (eV) = 3.257
- SMILES string = N#C[C@H]1NCC1=O

Each line ends with the Mulliken charge.
Atoms and positions in Å:
N  -2.973  0.431  -0.383  -0.426
C  -1.896  -0.133  0.006  0.067
C  -0.562  -0.233  0.735  0.304
N  0.461  -1.153  0.217  -0.495
C  1.301  -0.124  -0.505  -0.365
C  0.298  0.917  0.156  0.246
O  0.321  2.112  0.149  -0.498
H  -0.665  -0.047  1.782  0.311
H  0.215  -1.913  -0.400  0.296
H  1.152  -0.030  -1.566  0.292
H  2.348  0.174  -0.192  0.268